The following is a quantum chemistry calculation of a molecular structure, C36H88As2F24N8O14S4, from the Open Molecules 2025 dataset.

Geometry as XYZ:
```
176
Properties=species:S:1:pos:R:3:forces:R:3:mulliken_charge:R:1
C -7.7754 0.2019 -6.8706 -1.201 -1.941 1.436 0.57
F -8.4122 -0.4323 -5.8317 0.834 1.347 -0.477 -0.21
F -8.0681 -0.5787 -7.8908 0.445 0.495 -1.134 -0.22
F -8.2611 1.4179 -7.0135 0.269 -0.056 -0.129 -0.18
S -5.9433 0.2445 -6.4824 0.289 0.021 0.540 1.10
O -5.2915 1.1692 -7.4008 -0.366 -0.681 0.261 -0.70
O -5.9663 0.5772 -5.0573 0.338 -0.344 -2.134 -0.57
N -5.3705 -1.3208 -6.8906 -0.731 3.324 0.180 -0.68
S -5.2834 -2.0333 -5.4948 -1.646 -3.269 2.463 0.95
O -4.2017 -1.4996 -4.6607 -0.714 -1.162 -0.627 -0.39
O -6.6224 -2.3143 -4.8901 3.290 0.464 -0.932 -0.60
C -4.7191 -3.8293 -6.1793 -0.130 2.892 -0.998 0.58
F -5.6966 -4.3988 -6.8582 -0.415 -0.571 1.107 -0.21
F -3.7805 -3.6178 -7.1314 0.721 -0.072 0.668 -0.26
F -4.2140 -4.5522 -5.1885 -0.317 -0.330 -0.290 -0.16
C -1.7610 -0.0022 -1.8436 0.114 -0.916 0.629 0.04
F -2.6628 0.1381 -0.8537 0.754 -0.854 -0.896 0.03
F -2.1850 -0.7478 -2.8601 -0.347 0.041 0.742 0.05
F -1.5114 1.1977 -2.2951 0.555 1.229 -0.479 -0.20
S -0.1132 -0.8046 -1.2742 0.033 -0.416 -0.629 -0.10
O -0.4877 -2.1109 -0.6528 1.059 2.822 -1.650 0.02
O 0.7142 -0.7815 -2.5338 -1.610 -0.019 2.907 -0.23
N 0.4499 0.3991 -0.2099 -0.742 -2.268 -2.335 -0.99
S 0.4720 -0.2145 1.2478 -3.312 0.081 5.190 1.04
O -0.8555 -0.3885 1.8962 2.366 1.068 -1.818 -0.20
O 1.3053 -1.3640 1.3854 1.459 0.029 -0.396 -0.55
C 1.2925 1.3189 2.2364 -1.246 -0.643 -0.528 0.15
F 2.5543 1.3563 1.8826 1.702 -0.449 0.047 -0.22
F 0.8102 2.4992 1.7950 -0.588 -0.731 0.484 -0.20
F 1.1832 1.1725 3.5683 -0.112 0.247 -1.731 -0.18
C 5.1265 -4.5811 -2.9201 -0.765 -0.469 -0.992 -1.28
C 5.4040 -3.7280 -1.7102 -0.674 0.989 -0.324 -0.58
N 4.2599 -2.7153 -1.3946 1.694 1.245 0.861 0.41
C 4.8673 -1.7720 -0.2497 -0.299 -1.281 -0.869 -0.99
C 3.9221 -1.7869 -2.6667 0.701 -0.217 0.441 0.44
C 5.1540 -1.0015 -3.2510 0.219 -0.408 0.538 -1.50
C 2.9724 -3.3774 -0.8828 -0.389 0.552 -0.824 0.45
C 3.0718 -4.4250 0.2060 1.110 -0.504 0.754 -1.10
O 3.7344 -3.9420 1.3162 2.176 0.852 0.149 -0.23
C 3.8891 -4.8050 2.4492 -0.812 1.058 0.244 -0.76
H 4.9803 -4.0857 -3.8799 0.336 0.929 0.213 0.29
H 4.1730 -5.1075 -2.8755 0.153 -0.498 0.561 0.29
H 5.9199 -5.2805 -3.1834 0.033 -0.153 0.674 0.45
H 6.2845 -3.1091 -1.8826 -0.025 -0.025 0.110 0.58
H 5.5559 -4.2733 -0.7787 -0.078 -0.128 -0.184 0.58
H 5.7230 -1.2337 -0.6572 -0.747 0.579 -0.401 0.47
H 5.3632 -2.3432 0.5351 -0.738 -0.586 -0.111 0.33
H 4.0052 -1.2510 0.1669 0.405 0.420 -0.109 0.35
H 3.0955 -1.1174 -2.4286 0.274 0.127 0.782 -0.39
H 3.4153 -2.4411 -3.3761 0.609 -0.276 -0.181 0.44
H 6.0055 -1.6141 -3.5471 -0.338 -0.483 -0.194 0.35
H 5.6412 -0.2924 -2.5818 -0.526 -0.044 0.580 0.35
H 4.9487 -0.3617 -4.1093 -0.715 -0.417 -0.136 0.44
H 2.6195 -3.9195 -1.7600 -0.444 0.239 -0.063 0.47
H 2.3181 -2.5390 -0.6438 -0.107 -0.182 0.093 -0.61
H 3.6370 -5.2314 -0.2615 0.058 -0.655 0.109 0.36
H 2.1823 -4.8422 0.6780 -1.102 0.082 -1.324 0.61
H 4.2984 -5.8043 2.3011 -0.134 -0.006 -0.593 0.32
H 2.8918 -4.8053 2.8890 0.036 -0.651 0.449 0.23
H 4.5550 -4.2680 3.1246 -0.067 -0.069 -0.039 0.26
C 3.3849 2.7061 6.8893 0.426 -0.210 1.912 -1.47
C 2.4206 3.8855 6.9036 0.604 1.528 -1.767 -0.19
N 3.0229 5.3138 7.2446 2.364 -1.491 0.883 0.25
C 2.0314 6.4016 7.0111 -0.013 -0.414 -1.311 -0.98
C 3.4234 5.3325 8.7827 -0.020 1.238 -1.383 -0.36
C 4.2609 6.6107 9.0669 -0.755 -0.556 1.342 -1.20
C 4.3503 5.5754 6.4437 -1.322 0.957 -0.230 -0.82
C 4.4311 5.3930 4.8910 -0.731 -1.519 -0.991 -0.96
O 3.2326 5.4788 4.0689 0.291 0.199 1.541 -0.28
C 3.1798 4.6392 2.9392 1.041 -0.085 -0.747 -0.79
H 3.6998 2.6166 7.9290 0.490 -0.489 0.024 0.39
H 4.2808 2.6648 6.2699 -0.096 0.994 -0.195 0.29
H 2.9483 1.7353 6.6546 -0.851 0.352 0.036 0.43
H 1.5954 3.8391 7.6142 -0.056 -0.539 -0.384 0.56
H 2.1247 4.0312 5.8647 -0.899 0.144 0.250 0.20
H 2.4917 7.3817 7.1364 -0.063 -0.252 0.425 0.37
H 1.1290 6.2400 7.6008 0.197 0.062 0.000 0.40
H 1.7944 6.3214 5.9502 -0.403 0.051 0.034 0.34
H 3.9527 4.4381 9.1115 0.280 -0.021 -0.704 0.35
H 2.4675 5.2611 9.3016 -0.029 0.544 -0.012 0.46
H 4.2306 6.7249 10.1505 0.382 -0.230 0.211 0.43
H 3.8265 7.5694 8.7834 -0.072 -0.301 -0.622 0.33
H 5.3056 6.5313 8.7665 -0.220 -0.010 -0.034 0.34
H 5.1040 4.9681 6.9448 -0.027 -0.071 -0.334 0.49
H 4.6156 6.6233 6.5842 -0.294 -0.117 0.552 0.56
H 4.8670 4.4023 4.7627 -0.037 -0.232 -0.313 0.39
H 5.1508 6.0888 4.4597 0.116 0.256 0.449 0.45
H 3.9489 4.8253 2.1897 0.532 0.921 -0.063 0.49
H 2.2557 4.8048 2.3854 -0.283 -0.317 0.706 0.23
H 3.4510 3.6006 3.1285 -0.874 -0.393 0.669 0.24
C -6.8990 -1.2969 2.5029 1.349 0.718 0.869 -1.35
C -5.2834 -1.4177 2.5902 -1.739 0.533 -0.042 -0.12
C -4.5225 -0.3246 1.7482 -0.481 -1.124 0.181 0.30
O -4.6232 0.9906 2.3282 -1.438 -3.719 -1.348 -0.47
C -3.5750 1.8706 2.0574 0.377 1.457 1.497 -0.34
N -4.9233 -1.2492 4.0567 -1.292 1.477 -1.320 -0.10
H -3.9248 -1.1385 4.1604 0.806 -0.921 0.507 0.22
H -5.3089 -0.3433 4.2823 -0.120 0.714 0.313 0.45
H -5.4311 -1.9044 4.6338 0.634 -0.638 0.336 0.33
H -7.1767 -0.2615 2.7002 0.235 0.369 -0.549 0.36
H -7.4174 -1.7535 3.3460 0.306 -0.811 -0.020 0.42
H -7.3809 -1.6217 1.5807 0.519 -0.051 -0.008 0.37
H -4.9787 -2.4421 2.3761 0.192 0.222 -0.481 0.34
H -4.9243 -0.4666 0.7449 -0.915 0.855 -0.224 0.33
H -3.5343 -0.7071 1.4928 0.829 0.498 1.128 -0.29
H -4.1025 2.8243 2.0746 0.655 0.322 -0.137 0.31
H -2.9654 1.7881 1.1576 -0.411 -0.573 -0.152 0.02
H -2.9693 1.7847 2.9595 0.745 0.596 -0.374 0.25
C -2.0892 2.0226 -6.9859 0.474 -0.214 -0.370 -1.37
C -1.5738 0.5678 -7.3627 -1.012 0.354 -0.428 0.22
C -1.1032 -0.3305 -6.2246 -2.021 2.212 1.957 -0.24
O -1.0510 -1.6510 -6.5322 0.458 -0.254 -2.004 -0.35
C 0.0691 -2.2676 -5.9701 -0.848 -0.922 0.932 -0.81
N -2.7059 -0.1521 -8.1482 1.048 1.278 0.396 0.06
H -3.4829 -0.4386 -7.5700 -0.636 -1.109 0.799 -0.23
H -3.1753 0.5062 -8.7535 0.003 0.533 -0.462 0.47
H -2.2979 -0.8753 -8.7232 -0.257 -0.671 0.165 0.41
H -2.2987 2.6334 -7.8641 0.776 -0.154 -0.494 0.47
H -1.3731 2.5559 -6.3607 0.301 -0.159 -0.220 0.34
H -3.0494 2.2163 -6.5078 -0.162 -1.425 0.541 0.31
H -0.7646 0.5335 -8.0921 -0.009 0.805 -0.168 0.29
H -1.8164 -0.1954 -5.4114 -0.730 -0.105 0.182 0.17
H -0.2404 0.0756 -5.6966 0.793 0.065 -0.774 0.31
H -0.1066 -2.1693 -4.8989 0.560 -0.416 0.441 0.23
H 1.0352 -1.8181 -6.1997 -0.013 0.008 -0.479 0.33
H -0.0521 -3.3064 -6.2773 0.673 -0.017 0.147 0.36
C 2.3147 2.4050 -3.4525 0.577 1.511 -1.248 -1.65
C 2.4566 3.0528 -2.0501 -0.733 -0.388 0.875 0.71
C 2.6806 4.5978 -1.9296 -0.563 1.333 0.233 -1.05
O 2.5636 5.0655 -0.5655 0.653 -3.335 -1.097 -0.23
C 3.0064 6.3528 -0.3509 -0.308 1.205 1.520 -0.71
N 1.1854 2.7520 -1.2210 1.453 0.845 -2.172 0.58
H 1.1383 1.7685 -0.9959 -0.099 -1.089 0.556 -0.13
H 1.2296 3.2686 -0.3543 -0.583 0.653 0.340 0.30
H 0.4114 2.9088 -1.8506 -0.799 0.654 0.507 0.42
H 1.8155 3.0528 -4.1730 -0.645 0.473 0.391 0.46
H 1.8715 1.4338 -3.6723 -0.085 -0.226 1.259 0.26
H 3.2663 2.3933 -3.9839 0.534 -0.207 0.575 0.53
H 3.1629 2.4795 -1.4495 0.647 0.435 -0.252 0.26
H 1.9409 5.2233 -2.4293 -0.853 -0.740 -0.685 0.43
H 3.5583 5.0629 -2.3784 0.793 -1.044 0.042 0.52
H 3.0728 6.3887 0.7365 -0.405 0.563 0.057 0.13
H 2.2386 7.0327 -0.7201 0.287 0.483 0.006 0.36
H 4.0160 6.6527 -0.6318 0.087 -0.510 -0.897 0.36
C -3.1158 -3.9932 -1.8404 -0.570 -1.112 -0.439 -1.16
C -2.9016 -5.2589 -0.9188 -1.782 2.460 -0.588 -0.06
C -2.9054 -6.6309 -1.5854 -0.771 1.536 0.430 -0.84
O -2.8390 -7.5083 -0.4962 -0.391 -0.149 0.006 -0.33
C -2.9102 -8.8621 -0.9225 0.995 -0.120 -1.099 -0.79
N -1.6049 -5.0849 -0.2585 0.230 -1.053 -1.569 0.32
H -1.6658 -4.3172 0.3949 0.702 0.308 1.011 -0.03
H -1.4032 -6.0213 0.0619 0.354 -0.221 1.539 0.51
H -0.9567 -4.9471 -1.0207 0.689 0.805 0.095 0.33
H -3.3116 -2.9986 -1.4397 0.711 -0.239 1.037 0.15
H -4.0370 -4.0596 -2.4194 0.070 -0.714 -0.300 0.53
H -2.2834 -3.9303 -2.5413 0.007 0.141 -0.160 0.30
H -3.5856 -5.2050 -0.0719 -0.457 -0.437 -0.315 0.36
H -2.0862 -6.6343 -2.3044 0.684 -0.610 0.017 0.41
H -3.7908 -6.7467 -2.2104 -0.339 -0.132 0.235 0.60
H -3.6622 -9.0121 -1.6972 -0.435 0.123 0.235 0.32
H -3.0369 -9.5966 -0.1271 0.062 0.572 0.183 0.24
H -1.9608 -8.9852 -1.4438 0.194 -0.894 0.039 0.35
As -1.4237 -3.5733 3.6949 -0.678 -2.903 3.636 1.78
F -1.1033 -4.0299 5.4456 -0.261 0.927 -2.396 -0.50
F -0.6751 -5.1570 3.2045 -0.290 1.885 0.090 -0.55
F -1.8241 -3.3458 1.9945 0.056 0.401 0.281 -0.53
F -2.3302 -2.1131 4.2239 0.591 -0.868 -0.771 -0.60
F 0.0558 -2.6397 3.6752 -1.175 -0.939 -0.500 -0.38
F -2.9983 -4.5422 3.9225 1.617 1.587 -0.806 -0.55
As -1.4283 4.9298 4.3851 -2.268 1.021 -0.007 2.01
F -2.1884 3.3956 4.8115 0.591 0.365 -0.564 -0.47
F -0.5605 4.8883 5.9190 0.246 -0.064 -0.580 -0.49
F -0.6795 6.5884 4.1063 -0.944 -2.374 -0.061 -0.52
F -2.3260 4.9186 2.7435 1.321 0.338 2.386 -0.55
F -2.8314 5.6538 5.2970 1.701 -0.268 -1.590 -0.51
F -0.1341 4.0370 3.5733 -0.346 0.927 0.548 -0.32
```
Positions in Å, forces in eV/Å.

Calculated values
spin multiplicity: 1
energy relative to the best compared isomer or geometry (same formula, charge and spin): 0.00 kJ/mol
E_HOMO: -12.6 eV
charge: +2
lowest unoccupied orbital energy: -3.99 eV
orbital gap: 8.645 eV
maximum force: 6.16 eV Å⁻¹